Entry 1:
A molecular structure, C31H47ClN3O7PSc in a non-equilibrium geometry, computed with wB97M-V/def2-TZVPD.

Computed properties:
E_LUMO (spin up / spin down): 2.062 / 2.064 eV
DFT total energy: -94219.1439 eV
net charge: -1
HOMO-LUMO gap (spin up / spin down): 6.167 / 5.754 eV

Structure (XYZ):
```
91
C31H47ClN3O7PSc, DFT wB97M-V/def2-TZVPD
Sc 1.4852 -0.5379 2.0840
Cl 2.3886 1.4100 3.0179
P -0.9466 0.2987 -0.7082
C 0.6212 1.0654 -1.1405
H 0.9395 1.4904 -0.1586
H 1.3907 0.3248 -1.4177
C -1.6286 0.1971 1.0598
C -1.1721 -1.4483 -1.3217
C -3.1611 0.3614 1.1832
H -1.3870 -0.8375 1.3926
C -3.6472 0.0511 2.6052
H -3.4311 1.3956 0.9289
H -3.7107 -0.2725 0.4766
C -2.9152 0.8725 3.6672
H -4.7275 0.2308 2.6705
H -3.5052 -1.0200 2.8015
C -1.3905 0.8616 3.4851
H -3.2632 1.9116 3.6270
H -3.1698 0.5074 4.6670
C -0.9701 1.1673 2.0411
H -0.9205 1.5981 4.1483
H -0.9833 -0.1132 3.7949
H -1.2788 2.1948 1.7891
H 0.1459 1.1883 1.9460
C -1.8555 1.5739 -1.6682
C -0.8716 -1.5024 -2.8219
H -0.3937 -2.0079 -0.7647
C -1.0261 -2.9155 -3.3924
H -1.5469 -0.8187 -3.3589
H 0.1448 -1.1357 -3.0098
C -2.3764 -3.5609 -3.0570
H -0.8888 -2.8811 -4.4770
H -0.2216 -3.5433 -2.9903
C -2.6919 -3.4934 -1.5588
H -3.1723 -3.0485 -3.6155
H -2.3821 -4.6083 -3.3834
C -2.5337 -2.0867 -0.9734
H -3.7118 -3.8499 -1.3745
H -2.0265 -4.1758 -1.0146
H -3.3471 -1.4513 -1.3577
H -2.6739 -2.1434 0.1156
C -1.6870 2.9248 -0.9720
H -1.2927 1.6266 -2.6162
C -2.0700 4.0226 -1.9616
H -2.3047 2.9847 -0.0617
H -0.6476 3.0718 -0.6554
C -3.4668 3.8002 -2.5546
H -2.0205 4.9958 -1.4638
H -1.3217 4.0459 -2.7666
C -3.7202 2.3757 -3.0630
H -4.2116 4.0371 -1.7855
H -3.6285 4.5086 -3.3733
C -3.2912 1.2808 -2.0779
H -4.7786 2.2405 -3.2988
H -3.1657 2.2247 -3.9988
H -3.9532 1.2531 -1.2019
H -3.3650 0.2942 -2.5615
C 1.9433 3.8133 -0.6014
C 1.9005 2.8321 -1.6100
H 1.1318 4.5319 -0.4623
C 3.2155 2.1969 -2.0175
H 1.1020 2.8945 -2.3584
C 4.0389 1.8797 -0.7766
H 2.9587 1.2820 -2.5457
H 3.8384 2.8049 -2.7037
C 4.3237 3.1405 0.0159
H 3.5092 1.1742 -0.1313
H 4.9650 1.3632 -1.0438
C 3.0269 3.8681 0.4167
H 4.9155 2.8962 0.9050
H 4.9188 3.8171 -0.6033
H 2.6589 3.3720 1.3361
H 3.2563 4.9035 0.7258
O 6.3316 -5.6349 2.5424
N 5.2437 -5.5376 3.1480
O 5.0035 -6.1451 4.2161
C 4.2028 -4.6867 2.6032
C 4.4464 -3.9288 1.4416
C 3.4965 -2.9942 0.9984
C 2.1633 -3.0390 1.5475
O 1.1678 -2.3719 1.0201
C 2.0751 -3.5893 2.8828
C 3.0224 -4.5168 3.3382
N 1.1881 -2.9549 3.8043
O 0.7637 -3.4856 4.8126
O 0.9318 -1.6589 3.5958
N 3.8213 -1.7739 0.3624
O 3.1605 -0.7286 0.8128
O 4.7336 -1.6463 -0.4409
H 5.4130 -4.0005 0.9512
H 2.8691 -5.0128 4.2934
```



Entry 2:
A molecular structure, C31H47IrNO3P2S in a non-equilibrium geometry, computed with wB97M-V/def2-TZVPD.

Computed properties:
E_LUMO (spin up / spin down): -3.716 / -6.967 eV
<S²>: 6.04
DFT total energy: -72776.6138 eV
net charge: +1
HOMO-LUMO gap (spin up / spin down): 5.601 / 2.324 eV
spin multiplicity: 5

Structure (XYZ):
```
86
C31H47IrNO3P2S, DFT wB97M-V/def2-TZVPD
Ir 1.0040 1.2712 -1.8643
C -1.3694 0.3007 0.7012
C -0.9490 1.6008 0.4312
C -0.9463 0.4185 -1.6073
C -1.3701 -0.4467 -0.4948
C -0.7925 1.7740 -1.0251
C -2.1277 -0.1123 1.9273
H -1.8044 0.4718 2.7894
H -2.0396 -1.1809 2.1678
H -3.2044 0.0829 1.7835
C -2.2205 -1.6376 -0.6758
H -2.3069 -2.1670 0.2818
H -1.8360 -2.3425 -1.4181
H -3.2490 -1.3376 -0.9707
C -1.1749 0.1081 -3.0372
H -2.0043 0.6855 -3.4731
H -1.4198 -0.9522 -3.1098
H -0.2394 0.3199 -3.5948
C -0.9120 3.0248 -1.8113
H -1.8270 3.0563 -2.3804
H -0.0574 3.0318 -2.5095
H -0.8454 3.8872 -1.1424
C -0.9380 2.6899 1.4146
H -1.9333 3.1538 1.4329
H -0.2019 3.4315 1.0916
H -0.7174 2.3599 2.4446
C 2.1096 -1.4821 1.0260
C 1.9236 -0.6957 2.1000
C 2.2252 0.7623 2.2322
C 3.0189 1.4989 1.1246
C 2.5165 1.8834 -0.2658
C 2.9324 1.0493 -1.3996
C 3.5350 -0.3433 -1.0253
C 3.1922 -1.4815 -0.0054
H 2.8530 0.8671 3.1377
H 3.9980 1.0124 0.9699
H 1.2856 1.3112 2.3857
H 4.1279 -1.7608 0.4847
H 1.2716 -2.1195 0.7130
H 1.3208 -1.1554 2.8907
H 3.0565 -2.4113 -0.5853
H 3.6927 -0.8518 -1.9851
H 3.5653 1.5575 -2.1567
H 4.5053 -0.0169 -0.5780
H 3.2079 2.4926 1.5679
H 2.4440 2.9801 -0.4427
P 6.4079 -0.1342 -1.5683
P 5.3912 1.0021 -4.0829
C 7.7989 0.2213 -2.7488
C 7.1330 0.2546 -4.1356
H 8.5702 -0.5664 -2.6801
H 8.2837 1.1854 -2.4873
H 7.7614 0.8193 -4.8427
H 7.0229 -0.7797 -4.5063
C 5.3438 0.8532 -5.9268
H 4.4980 1.4126 -6.3380
H 5.2110 -0.2102 -6.1532
H 6.2807 1.2004 -6.3855
C 6.0382 2.7341 -3.9604
H 6.9844 2.8278 -4.5053
H 6.1953 3.0091 -2.9135
H 5.2998 3.4168 -4.3893
C 6.5785 -1.9733 -1.5094
H 5.8182 -2.3583 -0.8233
H 7.5699 -2.2763 -1.1569
H 6.3967 -2.4140 -2.4962
C 7.2321 0.3748 -0.0206
H 7.6025 1.3979 -0.1423
H 8.0635 -0.2917 0.2258
H 6.4945 0.3593 0.7886
O -4.2130 -4.3778 2.9784
S -2.9311 -3.9348 3.4570
O -2.8530 -3.2367 4.7163
N -2.0582 -3.1825 2.2873
C -0.9618 -3.8283 1.8250
O -0.2601 -3.4496 0.8646
C -0.7782 -5.0877 2.5719
C 0.2305 -6.0349 2.4034
C 0.1967 -7.1976 3.1827
C -0.8538 -7.4268 4.0789
C -1.8737 -6.4656 4.2334
C -1.7988 -5.3048 3.4623
H 1.0210 -5.8281 1.6833
H 0.9797 -7.9464 3.0638
H -0.8682 -8.3358 4.6749
H -2.7025 -6.6089 4.9039
```